Entry 1:
ORCA calculation (ωB97M-V with the def2-TZVPD basis set) on a cluster of 2 separate species, C4H13NO3 in total.

XYZ file:
```
21
Properties=species:S:1:pos:R:3:forces:R:3
C -0.582 -1.461 0.080 -1.3 0.9 -1.9
C -0.103 -0.324 -0.845 0.7 -1.2 0.4
O 0.566 -0.852 -1.980 0.2 -0.1 -1.1
C 0.794 0.668 -0.068 -0.5 1.5 -0.5
N 2.173 0.804 -0.494 0.6 -0.5 0.1
C 0.207 2.113 -0.205 -0.5 -1.9 0.1
O 0.842 3.025 0.632 -0.5 0.4 0.0
H 0.251 -2.008 0.500 0.0 0.0 0.6
H -1.189 -2.110 -0.559 0.4 -0.4 -0.1
H -1.374 -1.059 0.709 0.8 0.0 0.9
H -0.965 0.190 -1.277 0.0 0.0 0.1
H 1.144 -1.623 -1.855 -0.5 0.5 0.6
H 0.742 0.395 0.987 0.3 0.1 0.0
H 2.246 1.115 -1.461 -0.3 -0.2 0.1
H 2.677 -0.080 -0.446 0.0 0.3 0.1
H 0.237 2.378 -1.273 0.1 0.2 0.1
H -0.846 1.998 0.066 0.0 0.6 0.2
H 1.770 2.940 0.425 0.7 0.0 0.1
O -2.780 -1.670 2.199 -0.5 -0.2 1.2
H -3.076 -1.918 3.097 0.2 0.4 -0.5
H -2.735 -2.522 1.770 0.1 -0.3 -0.4
```
Positions in Å, forces in eV/Å.

The charge is 0. The calculation puts the energy above the lowest of the compared OMol25 structures with the same formula, charge and spin at 177.0 kJ/mol. Its structure (SMILES) is C[C@H](O)[C@@H](N)CO.O. The value obtained for the HOMO-LUMO gap is 0.3667 Eh. Its total energy is -11990.637 eV.

***

Entry 2:
ORCA calculation (ωB97M-V with the def2-TZVPD basis set) on a cluster of 4 separate species, CH11N3O3 in total.

XYZ file:
```
18
Properties=species:S:1:pos:R:3:forces:R:3
N 0.047 -0.759 -0.282 1.7 0.5 -0.2
C 0.857 0.283 -0.410 0.3 -0.4 2.0
N 1.600 0.745 0.640 -1.5 -3.9 -0.3
N 1.011 1.001 -1.527 1.1 2.0 -1.1
H 0.525 -1.377 0.409 -1.0 0.6 -0.2
H 2.055 1.581 0.601 1.3 2.4 0.3
H 1.321 0.280 1.491 0.6 0.8 0.3
H 0.172 1.080 -2.036 -0.8 -0.1 -1.1
H 1.609 1.875 -1.551 -1.3 -1.7 0.4
O -0.712 1.350 2.528 0.2 1.7 1.2
H -1.337 2.119 2.469 0.8 -1.7 -0.4
H -0.808 0.748 1.798 -1.0 0.2 -0.3
O 0.244 -3.135 -1.847 -0.1 0.2 -0.4
H 0.579 -2.543 -2.528 0.4 -0.4 -0.4
H -0.233 -2.456 -1.357 -0.2 0.0 0.6
O -2.350 -0.074 0.859 1.6 0.5 0.5
H -3.074 -0.401 0.370 -1.1 -0.6 -0.9
H -1.507 -0.318 0.374 -1.0 -0.2 0.0
```
Positions in Å, forces in eV/Å.

The charge is 0. The calculation puts the energy above the lowest of the compared OMol25 structures with the same formula, charge and spin at 126.1 kJ/mol. Its structure (SMILES) is N=C(N)N.O.O.O. The value obtained for the HOMO-LUMO gap is 0.3653 Eh. Its total energy is -11828.047 eV.

***

Entry 3:
ORCA calculation (ωB97M-V with the def2-TZVPD basis set) on a structure of composition C33H40N4P2PtSe.

XYZ file:
```
81
Properties=species:S:1:pos:R:3:forces:R:3
Pt -1.501 4.118 -1.654 0.6 -2.0 0.4
C -0.330 -1.453 -2.867 0.3 0.2 -0.6
C -0.447 -0.367 -3.630 0.4 0.3 0.7
C -1.589 -0.013 -4.526 -0.1 0.2 -0.2
C -2.745 0.695 -3.799 -0.2 -0.2 -0.5
C -3.676 -0.178 -3.001 0.1 -0.1 0.1
C -3.516 -1.472 -2.689 -0.4 0.0 0.4
C -2.705 -2.551 -3.370 0.6 -0.2 0.3
C -1.230 -2.655 -2.884 -0.2 -0.5 0.2
C -2.117 3.695 0.275 0.0 0.4 1.4
H 0.579 -1.561 -2.256 -0.5 0.1 -0.2
H 0.327 0.419 -3.541 -0.3 -0.5 0.0
H -1.974 -0.881 -5.062 0.2 0.3 -0.1
H -1.208 0.699 -5.265 -0.2 -0.4 0.1
H -2.324 1.413 -3.068 -0.2 0.0 -0.3
H -3.302 1.263 -4.561 0.0 0.1 0.3
H -4.559 0.353 -2.611 0.7 -0.1 0.5
H -4.029 -1.837 -1.784 -0.4 0.1 -0.8
H -2.723 -2.496 -4.469 -0.2 0.1 0.5
H -3.180 -3.523 -3.101 0.3 0.6 -0.3
H -1.249 -3.040 -1.854 0.0 -0.2 -0.2
H -0.752 -3.414 -3.524 0.0 0.0 0.4
H -2.729 2.800 0.157 -0.1 -0.1 0.2
H -2.720 4.528 0.652 0.0 -0.4 0.3
H -1.298 3.490 0.979 -0.5 0.1 0.0
P -3.517 4.775 -2.094 -2.5 1.1 -2.7
P -0.747 4.598 -4.030 0.2 0.6 -3.9
N -4.993 3.796 -2.293 0.1 -0.4 0.5
N -4.280 6.238 -1.606 0.2 0.6 0.7
N -1.555 4.031 -5.698 0.3 -0.2 0.3
N 0.420 5.614 -5.235 0.7 0.9 -0.1
C -3.281 5.271 -3.810 -0.7 0.0 0.1
C -1.929 5.985 -3.928 0.1 0.2 0.2
C -5.645 3.099 -1.262 -0.8 0.0 -0.7
C -6.961 2.848 -1.651 1.2 0.4 0.1
C -7.136 3.405 -2.955 1.2 0.4 0.0
C -5.930 3.978 -3.323 -0.4 -0.5 0.5
C -4.092 6.939 -0.419 -1.0 0.9 -0.5
C -4.930 8.051 -0.438 0.6 -0.9 -0.1
C -5.633 8.042 -1.682 0.4 -0.8 -0.2
C -5.229 6.927 -2.379 0.2 0.4 0.6
C -1.311 2.864 -6.411 -0.5 0.1 -0.2
C -2.154 2.804 -7.523 0.5 0.1 0.8
C -2.914 4.006 -7.532 1.0 0.5 0.9
C -2.450 4.773 -6.470 -0.6 -0.9 -0.1
C 0.580 5.600 -6.621 0.1 0.8 0.3
C 1.109 6.822 -7.051 -0.4 -1.0 1.0
C 1.319 7.610 -5.878 -0.4 -0.8 0.4
C 0.892 6.843 -4.796 0.1 -0.1 -0.9
H -4.062 5.905 -4.231 0.1 -0.2 0.1
H -3.343 4.287 -4.294 0.3 0.5 -0.4
H -1.888 6.691 -4.765 0.1 -0.3 0.2
H -1.646 6.542 -3.014 -0.4 -0.1 -0.3
H -5.103 2.807 -0.372 -0.1 0.1 -0.1
H -7.723 2.337 -1.074 0.3 0.0 0.0
H -8.033 3.412 -3.561 0.2 -0.1 0.1
H -5.651 4.454 -4.250 -0.1 0.0 0.1
H -3.355 6.602 0.290 -0.1 0.0 0.1
H -5.036 8.789 0.338 0.1 0.0 0.1
H -6.354 8.756 -2.057 0.1 0.0 0.2
H -5.483 6.610 -3.380 -0.2 0.1 0.5
H -0.515 2.190 -6.114 -0.3 0.2 0.0
H -2.221 1.998 -8.245 0.1 0.1 0.2
H -3.694 4.311 -8.215 0.2 0.0 -0.1
H -2.774 5.767 -6.215 0.0 -0.2 0.1
H 0.306 4.744 -7.217 -0.1 0.1 0.1
H 1.294 7.091 -8.083 0.1 0.0 0.2
H 1.724 8.609 -5.829 0.0 0.0 0.0
H 0.888 7.068 -3.743 0.0 0.1 0.1
Se 0.727 3.244 -0.659 0.2 -0.3 0.1
C 0.692 1.743 0.554 0.0 -0.4 0.5
C 1.623 1.779 1.621 0.2 -0.1 -0.5
C 1.913 0.631 2.357 -0.3 -0.2 0.1
C 1.197 -0.563 2.143 -0.1 0.6 -0.5
C 0.196 -0.578 1.154 0.0 0.2 0.2
C -0.073 0.567 0.386 0.2 0.2 -0.3
H 2.158 2.707 1.827 0.0 -0.3 -0.1
H 2.711 0.659 3.107 -0.4 0.1 -0.2
H 1.418 -1.456 2.745 -0.1 0.5 -0.4
H -0.375 -1.501 0.990 0.2 0.5 0.0
H -0.844 0.571 -0.390 0.3 -0.3 0.2
```
Positions in Å, forces in eV/Å.

The charge is 0. The calculation puts the energy above the lowest of the compared OMol25 structures with the same formula, charge and spin at 151.7 kJ/mol. The multiplicity is 3. The expectation value of S² is 2.02. The value obtained for the HOMO-LUMO gap (alpha / beta) is 0.1936 / 0.1591 Eh. Its total energy is -127994.760 eV.

***

Entry 4:
ORCA calculation (ωB97M-V with the def2-TZVPD basis set) on a cluster of 3 separate species, C19H41BClN4O5S in total.

XYZ file:
```
72
Properties=species:S:1:pos:R:3:forces:R:3
C 1.177 -2.195 -1.714 -0.2 0.3 0.1
N 0.867 -2.439 -0.302 0.0 -0.4 0.1
C 1.994 -2.545 0.610 0.0 0.1 -0.2
C 2.352 -1.214 1.318 0.1 0.1 0.1
N 2.163 -0.116 0.380 0.4 0.0 0.3
C 2.824 1.162 0.759 -0.1 -0.2 -0.1
C 2.032 2.336 0.096 -0.1 0.0 -0.1
C 0.688 1.953 -0.517 0.1 0.2 -0.1
O 0.054 3.129 -1.067 0.1 -0.3 -0.1
C -0.969 3.617 -0.354 -0.9 0.3 -0.3
O -1.945 4.100 -0.853 0.7 0.0 0.3
B 4.332 1.244 0.182 0.2 -0.1 -0.1
C 5.180 2.558 0.042 0.0 0.0 0.2
O 4.809 0.042 -0.268 0.0 0.3 0.0
C 2.909 1.281 2.295 -0.1 0.2 -0.1
S 4.487 1.000 3.102 0.1 0.0 0.1
N 1.766 0.517 3.004 -0.2 0.6 -0.2
Cl 0.341 1.548 2.901 0.0 0.0 0.1
C 1.520 -0.962 2.591 -0.2 -0.6 -0.3
C 0.035 -1.221 2.349 0.0 0.0 0.0
C 1.968 -1.900 3.749 -0.1 0.0 0.4
N 2.926 -1.343 4.684 0.0 0.3 -0.1
C 3.820 -2.338 5.280 0.1 0.2 0.1
H 0.937 -1.164 -1.995 0.1 -0.1 0.0
H 2.235 -2.374 -1.933 0.0 -0.1 -0.1
H 0.567 -2.840 -2.348 0.1 0.0 0.0
H 0.309 -3.275 -0.227 0.0 0.0 0.0
H 2.911 -2.870 0.095 -0.1 0.0 0.0
H 1.775 -3.322 1.345 0.1 0.1 0.0
H 3.409 -1.318 1.610 -0.1 0.0 0.1
H 2.614 -0.410 -0.480 -0.3 0.0 -0.1
H 1.893 3.168 0.794 0.0 0.0 0.0
H 2.624 2.739 -0.731 0.0 0.1 0.1
H 0.825 1.296 -1.377 -0.1 0.0 0.2
H 0.016 1.459 0.182 0.0 0.0 0.0
H -0.837 3.550 0.738 0.0 -0.2 0.1
H 4.617 3.483 0.180 0.0 -0.1 0.0
H 5.957 2.545 0.816 0.0 0.0 -0.1
H 5.699 2.615 -0.918 -0.1 0.0 0.0
H 5.674 0.128 -0.690 0.0 -0.1 0.0
H 2.738 2.325 2.568 -0.1 -0.1 0.0
H 4.697 -0.260 2.715 0.0 -0.1 0.0
H 1.983 0.556 4.001 0.3 -0.3 0.0
H -0.570 -0.896 3.199 0.1 0.0 -0.1
H -0.314 -0.784 1.416 0.0 0.0 0.1
H -0.098 -2.303 2.274 0.1 0.1 0.0
H 1.075 -2.269 4.270 0.0 0.0 -0.1
H 2.429 -2.774 3.280 0.0 0.1 0.0
H 2.458 -0.841 5.428 -0.1 -0.2 0.1
H 4.608 -2.595 4.569 -0.1 -0.1 0.0
H 4.302 -1.905 6.159 0.0 0.0 -0.1
H 3.296 -3.246 5.592 0.0 0.0 0.0
C -3.796 1.288 -4.945 0.1 -0.1 0.0
C -3.581 1.121 -3.464 0.0 0.0 0.0
O -3.100 0.110 -2.997 0.1 0.0 0.0
C -3.986 2.273 -2.580 0.0 -0.1 0.1
H -3.471 0.391 -5.466 0.0 0.0 0.0
H -4.854 1.453 -5.149 0.0 0.0 0.0
H -3.231 2.149 -5.308 -0.1 0.1 0.0
H -5.050 2.486 -2.694 0.0 0.0 -0.1
H -3.429 3.171 -2.846 0.0 0.0 0.0
H -3.777 2.022 -1.544 0.0 0.0 0.0
C -8.701 -1.377 -3.636 0.0 0.0 -0.1
C -7.217 -1.113 -3.716 0.0 0.0 0.1
O -6.694 -0.732 -4.736 0.0 0.1 0.0
C -6.415 -1.342 -2.457 0.1 0.1 -0.1
H -9.163 -1.175 -4.598 0.0 0.0 0.0
H -8.881 -2.417 -3.356 0.0 0.0 0.1
H -9.154 -0.742 -2.873 0.0 0.0 0.0
H -6.511 -2.379 -2.131 -0.1 0.0 0.1
H -6.783 -0.696 -1.658 -0.1 -0.1 0.0
H -5.367 -1.121 -2.649 0.0 0.0 0.0
```
Positions in Å, forces in eV/Å.

The charge is +1. The value obtained for the HOMO-LUMO gap is 0.2543 Eh. Its total energy is -60592.908 eV.

***

Entry 5:
ORCA calculation (ωB97M-V with the def2-TZVPD basis set) on a cluster of 2 separate species, C3H13N3 in total.

XYZ file:
```
19
Properties=species:S:1:pos:R:3:forces:R:3
C 5.230 0.900 -1.615 -0.9 0.2 -0.3
C 3.753 0.765 -2.048 1.2 0.1 -0.1
N 3.625 0.444 -3.481 0.0 0.4 0.0
H 5.647 1.752 -2.148 0.4 -0.1 -0.2
H 5.243 1.180 -0.564 0.2 -0.2 0.2
H 5.800 -0.011 -1.794 0.1 0.1 0.0
H 3.316 -0.028 -1.463 -0.5 -0.1 0.2
H 3.314 1.728 -1.792 -0.5 0.0 0.0
H 2.844 0.973 -3.868 0.1 -0.3 0.1
H 4.444 0.788 -3.974 0.0 0.0 0.1
N -4.723 -1.632 3.467 0.0 0.1 -0.4
C -4.520 -0.981 2.151 0.3 -0.7 0.4
N -5.563 -0.042 1.788 0.4 0.4 -0.2
H -4.659 -2.642 3.355 0.0 0.0 0.0
H -3.942 -1.370 4.066 0.0 0.0 0.2
H -3.544 -0.496 2.172 -0.1 0.4 -0.2
H -4.400 -1.736 1.371 -0.3 0.0 0.1
H -6.464 -0.406 2.064 0.0 -0.1 0.1
H -5.402 0.812 2.314 -0.2 0.0 0.0
```
Positions in Å, forces in eV/Å.

The charge is -1. The calculation puts the energy above the lowest of the compared OMol25 structures with the same formula, charge and spin at 14.6 kJ/mol. The multiplicity is 2. The expectation value of S² is 0.75. The value obtained for the HOMO-LUMO gap (alpha / beta) is 0.0551 / 0.3175 Eh. Its total energy is -7790.168 eV.

***

Entry 6:
ORCA calculation (ωB97M-V with the def2-TZVPD basis set) on a structure of composition C10H20ClHoZn.

XYZ file:
```
33
Properties=species:S:1:pos:R:3:forces:R:3
Ho 0.059 -0.065 -1.055 3.7 2.6 -3.1
Cl -0.266 1.770 -2.434 -1.2 5.1 -0.6
C -1.900 -0.207 -0.458 -4.8 -1.2 1.4
H -1.855 -0.689 0.529 -0.8 0.0 -0.5
H -2.469 -0.831 -1.137 -0.6 -0.2 -0.5
H -2.348 0.775 -0.361 -0.3 0.3 0.1
Zn 0.473 0.313 -3.909 0.6 -1.6 -2.1
C 2.400 0.804 -4.418 0.4 0.2 0.0
C -0.742 0.106 -5.541 -0.3 0.1 -0.3
C 0.344 -1.246 -2.614 1.1 -3.2 -3.0
H -1.131 -0.929 -5.565 0.1 0.3 -0.1
H -1.588 0.816 -5.506 0.1 -0.2 -0.2
H -0.135 0.293 -6.445 -0.3 0.0 0.1
H 3.073 0.001 -4.067 0.0 0.2 -0.1
H 2.455 0.876 -5.520 0.2 0.0 0.3
H 2.708 1.765 -3.967 0.1 -0.2 -0.2
H -0.440 -1.954 -2.704 -0.6 -1.4 -0.6
H 1.352 -1.603 -2.494 0.8 -1.1 -0.2
C 0.312 1.387 4.153 0.1 0.3 0.0
C 0.001 0.000 3.637 -0.2 0.0 -1.6
C 1.045 -0.964 4.153 0.2 -0.2 0.0
C -1.357 -0.423 4.153 -0.2 -0.1 0.0
C 0.001 0.000 2.118 0.3 0.2 5.8
C 0.009 0.005 0.929 1.9 -0.2 5.1
H 0.315 1.399 5.240 0.0 0.0 0.3
H -0.433 2.090 3.800 -0.1 0.2 -0.1
H 1.287 1.702 3.800 0.2 0.2 -0.1
H 1.054 -0.973 5.240 0.0 0.0 0.3
H 0.831 -1.966 3.800 0.0 -0.3 -0.1
H 2.026 -0.670 3.800 0.3 0.0 -0.1
H -2.118 0.263 3.801 -0.2 0.1 -0.1
H -1.593 -1.420 3.800 -0.2 -0.2 -0.1
H -1.369 -0.427 5.240 0.0 0.0 0.3
```
Positions in Å, forces in eV/Å.

The charge is -2. The multiplicity is 5. The expectation value of S² is 6.01. The value obtained for the HOMO-LUMO gap (alpha / beta) is 0.1370 / 0.1361 Eh. Its total energy is -97423.733 eV.